{
  "formula": "C37H78B3Cl26FN3O7S",
  "method": "the ωB97M-V functional and the def2-TZVPD basis",
  "elements": ["C", "C", "C", "C", "O", "C", "N", "B", "O", "C", "C", "C", "N", "S", "O", "O", "F", "N", "C", "C", "B", "O", "O", "B", "C", "O", "H", "H", "H", "H", "H", "H", "H", "H", "H", "H", "H", "H", "H", "H", "H", "H", "H", "H", "H", "H", "H", "H", "H", "H", "H", "H", "Cl", "C", "C", "Cl", "H", "H", "H", "H", "Cl", "C", "C", "Cl", "H", "H", "H", "H", "Cl", "C", "C", "Cl", "H", "H", "H", "H", "Cl", "C", "C", "Cl", "H", "H", "H", "H", "Cl", "C", "C", "Cl", "H", "H", "H", "H", "Cl", "C", "C", "Cl", "H", "H", "H", "H", "Cl", "C", "C", "Cl", "H", "H", "H", "H", "Cl", "C", "C", "Cl", "H", "H", "H", "H", "Cl", "C", "C", "Cl", "H", "H", "H", "H", "Cl", "C", "C", "Cl", "H", "H", "H", "H", "Cl", "C", "C", "Cl", "H", "H", "H", "H", "Cl", "C", "C", "Cl", "H", "H", "H", "H", "Cl", "C", "C", "Cl", "H", "H", "H", "H"],
  "coordinates": [[3.856, -0.272, -1.359], [2.262, -0.439, -1.609], [1.496, -0.148, -0.226], [0.168, 0.726, -0.375], [0.386, 2.166, -0.369], [0.104, 2.691, -1.667], [-1.272, 2.590, -2.243], [-2.442, 2.977, -1.390], [-3.329, 4.001, -1.924], [-2.785, 2.402, 0.081], [-2.114, 3.381, 1.197], [-1.122, 3.240, -3.538], [-1.831, 2.904, -4.624], [-3.052, 1.661, -4.685], [-2.756, 0.478, -3.737], [-4.365, 2.237, -4.198], [-3.237, 0.985, -6.245], [-0.046, 4.250, -3.420], [0.765, 4.082, -2.125], [2.257, 3.837, -2.659], [3.389, 3.649, -1.508], [4.763, 3.982, -1.874], [3.175, 3.229, -0.152], [0.382, 5.455, -1.334], [1.279, 6.237, -0.235], [-0.908, 6.033, -1.672], [4.497, -0.947, -2.014], [4.106, -0.452, -0.250], [4.110, 0.807, -1.666], [1.970, 0.248, -2.472], [2.117, -1.517, -1.996], [1.160, -1.184, 0.179], [2.216, 0.255, 0.578], [-0.400, 0.330, -1.281], [-0.488, 0.477, 0.537], [0.686, 1.949, -2.343], [-4.254, 3.724, -1.761], [-2.500, 1.308, 0.204], [-3.918, 2.505, 0.220], [-2.911, 3.898, 1.833], [-1.406, 2.716, 1.817], [-1.422, 4.165, 0.707], [-1.620, 3.416, -5.505], [0.616, 3.991, -4.170], [2.554, 4.788, -3.246], [2.341, 2.940, -3.369], [5.249, 4.053, -1.007], [2.542, 3.822, 0.317], [0.734, 7.223, 0.016], [1.390, 5.679, 0.752], [2.269, 6.541, -0.716], [-1.337, 6.359, -0.853], [-1.333, 0.217, -5.184], [0.167, -0.758, -5.330], [-0.056, -2.020, -6.135], [-1.098, -3.182, -5.280], [0.526, -0.978, -4.322], [0.912, -0.129, -5.826], [0.896, -2.521, -6.312], [-0.511, -1.805, -7.100], [0.984, -2.393, 1.850], [0.830, -1.880, 3.554], [-0.524, -1.259, 3.849], [-0.729, 0.318, 3.046], [1.646, -1.189, 3.775], [0.967, -2.773, 4.165], [-0.627, -1.080, 4.921], [-1.341, -1.909, 3.533], [0.653, -4.232, -8.303], [0.149, -3.690, -9.926], [0.837, -2.406, -10.348], [0.299, -1.001, -9.390], [-0.937, -3.581, -9.923], [0.408, -4.491, -10.620], [0.600, -2.185, -11.390], [1.921, -2.483, -10.254], [5.254, 6.242, 1.015], [5.609, 7.895, 1.575], [4.379, 8.775, 1.540], [3.853, 9.118, -0.129], [6.411, 8.299, 0.957], [5.979, 7.811, 2.598], [4.595, 9.737, 2.007], [3.542, 8.319, 2.072], [1.916, -5.299, 5.597], [1.763, -4.791, 7.299], [0.412, -4.173, 7.592], [0.207, -2.597, 6.786], [2.577, -4.099, 7.520], [1.901, -5.685, 7.909], [0.309, -3.995, 8.665], [-0.406, -4.824, 7.276], [4.546, -3.140, -10.200], [5.724, -1.878, -9.762], [5.068, -0.525, -9.574], [4.463, 0.148, -11.109], [6.492, -1.849, -10.536], [6.193, -2.195, -8.828], [5.796, 0.188, -9.182], [4.232, -0.578, -8.875], [8.348, -5.474, -9.266], [7.742, -7.052, -9.829], [6.366, -6.946, -10.453], [5.111, -6.553, -9.251], [7.746, -7.739, -8.981], [8.456, -7.420, -10.568], [6.086, -7.902, -10.900], [6.337, -6.184, -11.234], [-5.763, -3.679, -5.845], [-5.396, -2.015, -5.327], [-6.611, -1.113, -5.389], [-7.130, -0.798, -7.064], [-4.584, -1.638, -5.952], [-5.033, -2.077, -4.299], [-6.377, -0.144, -4.943], [-7.457, -1.541, -4.848], [2.222, 10.775, 3.678], [1.992, 12.488, 3.248], [2.742, 12.865, 1.986], [4.508, 12.846, 2.224], [2.306, 13.096, 4.099], [0.921, 12.637, 3.101], [2.475, 13.879, 1.685], [2.505, 12.190, 1.162], [-2.604, 5.975, 3.248], [-2.742, 6.026, 5.024], [-2.399, 4.695, 5.661], [-3.615, 3.444, 5.299], [-3.755, 6.344, 5.276], [-2.049, 6.794, 5.374], [-2.369, 4.801, 6.747], [-1.427, 4.328, 5.328], [-3.448, -2.814, 7.723], [-3.613, -4.026, 9.019], [-3.005, -3.555, 10.325], [-1.227, -3.448, 10.238], [-3.155, -4.954, 8.675], [-4.682, -4.204, 9.152], [-3.240, -4.265, 11.120], [-3.388, -2.576, 10.617], [-5.979, -8.060, 11.301], [-6.472, -7.443, 9.703], [-5.562, -7.927, 8.593], [-3.933, -7.211, 8.700], [-6.497, -6.353, 9.755], [-7.489, -7.799, 9.528], [-5.972, -7.635, 7.624], [-5.455, -9.011, 8.605], [-5.286, -11.342, 9.577], [-5.406, -11.339, 11.355], [-5.046, -12.683, 11.955], [-6.256, -13.935, 11.573], [-6.419, -11.037, 11.625], [-4.716, -10.576, 11.717], [-5.006, -12.604, 13.042], [-4.075, -13.033, 11.602]],
  "forces_ev_per_angstrom": [[-0.4, 0.6, -0.4], [1.4, -0.4, 0.2], [-0.5, -0.6, -0.6], [0.0, -2.3, 1.4], [-1.6, 0.8, -1.9], [3.6, -2.3, -0.8], [-0.7, 2.7, -1.6], [-2.3, 1.1, 0.3], [1.2, -2.5, 0.2], [-0.2, 0.4, -0.2], [0.7, -0.7, -0.2], [1.7, 0.6, 4.6], [0.5, 1.2, -0.8], [-6.7, -3.4, 6.5], [-4.3, 5.6, -0.3], [4.2, -0.5, -3.3], [-1.0, 3.1, 2.0], [-1.8, -4.0, -2.5], [-0.7, -0.9, -1.1], [0.1, 1.1, 0.4], [2.3, 0.5, 0.9], [-2.6, -0.7, 1.9], [-0.2, 1.7, -1.6], [-1.4, 1.4, 0.9], [-0.7, 0.6, -0.2], [1.9, -1.9, 1.2], [-0.9, 0.8, 0.9], [-0.3, 0.3, -1.8], [0.0, -1.5, 0.8], [0.2, -0.7, 1.2], [-0.2, 1.7, 0.8], [0.5, 2.5, -1.1], [-1.2, -0.3, -1.3], [0.7, 0.9, 0.9], [1.0, 0.6, -1.4], [-0.8, 1.2, 0.7], [0.7, 0.5, 0.1], [-0.3, 1.5, 0.1], [1.5, -0.4, -0.3], [1.4, -0.9, -1.0], [-1.2, 1.3, -0.6], [-1.2, -1.0, 0.8], [-0.4, -0.5, 0.7], [-0.4, 0.9, -0.1], [-0.3, -1.5, 0.8], [-0.4, 1.1, 0.9], [-0.5, -0.3, -1.3], [0.4, -1.0, -0.5], [0.9, -1.5, -0.3], [0.3, 0.6, -1.3], [-1.0, -0.6, 1.0], [0.5, 0.3, -0.8], [8.0, -4.8, -3.0], [1.1, 0.2, -1.0], [0.0, 0.2, 0.1], [-0.1, 0.0, 0.1], [-0.3, 0.1, 0.0], [0.1, -0.2, 0.0], [-0.1, 0.2, 0.1], [0.1, -0.1, 0.2], [-0.2, -0.7, 0.8], [-0.1, 0.0, 0.4], [0.1, -0.4, 0.2], [0.0, 0.1, 0.0], [-0.1, 0.0, -0.1], [-0.1, 0.1, -0.1], [0.1, 0.0, -0.2], [0.1, 0.1, 0.0], [0.0, -0.1, -0.2], [-0.1, 0.1, -0.2], [0.1, -0.4, -0.2], [0.0, 0.2, 0.0], [0.1, 0.0, 0.1], [0.1, 0.1, 0.1], [-0.1, 0.0, 0.1], [-0.2, 0.0, 0.1], [-0.1, -0.2, -0.1], [0.1, 0.3, 0.1], [0.1, 0.0, 0.3], [-0.1, 0.0, 0.0], [-0.2, -0.1, 0.0], [-0.1, 0.0, -0.1], [0.0, -0.1, -0.1], [0.1, 0.0, -0.1], [0.0, 0.0, -0.1], [0.0, 0.1, 0.2], [0.3, -0.3, 0.2], [0.0, -0.1, 0.2], [-0.1, 0.0, -0.1], [-0.1, 0.1, -0.1], [0.2, -0.1, -0.5], [0.1, 0.1, 0.0], [0.0, 0.0, 0.0], [0.2, 0.2, 0.1], [0.1, 0.0, 0.2], [-0.1, 0.0, 0.0], [-0.2, 0.0, 0.0], [-0.1, 0.0, -0.1], [0.0, -0.1, -0.1], [0.0, -0.1, -0.1], [0.0, 0.0, 0.0], [-0.1, -0.2, -0.1], [0.1, -0.1, -0.1], [0.0, 0.0, 0.0], [-0.1, 0.2, -0.1], [-0.1, 0.1, 0.0], [0.1, 0.0, 0.1], [0.0, 0.0, 0.2], [0.0, 0.0, 0.0], [0.1, 0.1, 0.1], [0.1, 0.0, 0.2], [0.0, 0.0, 0.0], [-0.1, -0.1, 0.0], [-0.1, 0.0, -0.1], [0.1, -0.1, 0.0], [0.1, 0.0, -0.1], [0.0, -0.1, 0.0], [-0.1, 0.3, -0.1], [-0.2, 0.0, -0.1], [0.0, -0.1, 0.0], [0.1, -0.1, -0.1], [0.1, 0.0, -0.1], [0.0, -0.1, 0.1], [0.1, 0.0, 0.1], [0.0, 0.2, 0.1], [0.0, 0.1, 0.4], [0.1, 0.1, 0.1], [0.0, 0.0, -0.1], [0.1, -0.1, -0.1], [0.0, -0.1, 0.0], [-0.1, 0.1, -0.1], [-0.2, 0.0, 0.0], [0.0, 0.0, 0.0], [0.1, 0.0, 0.2], [-0.4, 0.0, 0.1], [-0.3, 0.2, 0.4], [0.0, 0.4, 0.1], [0.1, 0.0, 0.0], [0.0, 0.0, -0.1], [0.1, -0.1, -0.1], [0.0, 0.2, 0.0], [-0.1, 0.1, -0.2], [-0.3, -0.1, -0.1], [0.0, -0.4, 0.1], [0.1, -0.1, 0.0], [0.1, 0.0, 0.0], [0.0, 0.1, 0.1], [0.1, 0.2, 0.1], [0.0, -0.2, 0.0], [0.1, 0.0, 0.4], [0.1, 0.1, 0.0], [0.0, 0.0, 0.0], [0.1, -0.1, -0.1], [0.0, -0.1, -0.1], [-0.1, 0.1, -0.1], [-0.2, 0.0, 0.0]],
  "multiplicity": 1,
  "gap_ev": 6.69,
  "total_energy_ha": -14684.8509,
  "lumo_ha": -0.1731,
  "total_charge": 1
}